ORCA calculation (ωB97M-V/def2-TZVPD) on 2 unconnected molecules or ions with the total composition C2H6N2S2.

CARTESIAN COORDINATES (ANGSTROEM)
C 0.5982 -1.8146 0.3488
C 0.3428 0.9563 -0.0449
H 0.0749 -1.3760 1.4037
H 1.8267 -2.2131 0.5883
H -0.0872 -2.6472 -0.6217
H 1.6066 2.3132 -0.4973
H -1.2280 1.5973 0.8643
H -2.3001 0.9448 -1.3170
N 0.6761 2.1445 -0.1089
N -0.9630 0.7098 0.4634
S 1.3133 -0.2970 -0.6106
S -1.8603 -0.3179 -0.4680

Summary:
Multiplicity ... 1
LUMO energy ... 0.4 eV
Net charge ... 0
Energy relative to the best compared isomer or geometry (same formula, charge and spin) ... 96.8 kcal per mole
HOMO ... -8.776 eV
M ... 122.2 g/mol
Kohn-Sham gap ... 9.211 eV

Mulliken population analysis, charges in e, atoms 1 to 6: number 1, C, carries -0.89; number 2, C, carries 0.57; number 3, H, carries 0.34; number 4, H, carries 0.30; number 5, H, carries 0.26; number 6, H, carries 0.23